7
Properties=species:S:1:pos:R:3:forces:R:3 method="wB97M-V/def2-TZVPD" de_lowest_ev=1.8615 gap_ev="6.13 / 6.49" fmax_ev_per_a=3.53 s2=6.265 lumo_energy_ev="-2.03 / -2.00" e_homo_ev="-8.16 / -8.49" multiplicity=5
Cr 1.820305 0.066867 0.758508 -1.3 0.6 -1.0
N 0.038897 0.725526 -0.385366 2.1 -1.8 2.1
S -0.124908 -0.927849 -0.952112 0.3 0.5 -3.5
O 0.041988 -0.739073 -2.431226 -0.2 -0.7 2.7
O 1.249724 -1.390905 -0.318517 -0.1 0.1 0.0
S -1.001751 1.335556 0.643436 -1.8 1.5 0.8
F -1.562839 0.507096 2.071356 1.1 -0.1 -1.1


66
Properties=species:S:1:pos:R:3:forces:R:3 method="wB97M-V/def2-TZVPD" charge=-4 gap_ev=5.36 fmax_ev_per_a=14.72 lumo_energy_ev=5.04 e_homo_ev=-0.32
K 9.635250 1.874950 -14.190340 0.6 0.2 0.5
Cs 5.965220 4.366500 -14.191770 0.5 0.0 0.2
Cs 7.206600 -2.152940 -15.108030 0.8 0.3 0.4
N 6.413790 -0.636450 -12.379320 4.8 -9.0 0.1
S 7.956480 -0.686830 -11.670590 4.9 -3.2 2.7
O 8.024330 -0.391200 -10.237620 -0.9 -0.2 -3.3
O 9.035400 -0.392570 -12.573860 -1.3 1.7 0.0
F 8.157300 -2.210030 -11.745540 -1.3 -2.2 0.4
S 6.313400 0.745520 -12.113610 -7.5 12.7 0.1
O 7.141080 1.679040 -12.868010 0.2 -0.6 1.2
O 5.681350 1.116790 -10.853980 1.7 0.1 -1.5
F 5.015010 0.851330 -13.124260 -1.2 0.6 -0.4
N 7.533620 2.698220 -16.387890 -4.5 -5.4 2.3
S 6.797950 1.524100 -17.275130 -5.2 -5.3 1.9
O 7.198900 0.094480 -17.135120 0.3 3.2 0.1
O 6.108470 1.787020 -18.521080 1.6 0.5 0.8
F 5.539270 1.586640 -16.260850 -0.2 -0.5 0.1
S 8.294350 3.180610 -17.526220 7.7 11.2 -4.8
O 7.614270 4.151530 -18.417480 1.0 -2.7 1.0
O 9.357840 2.343570 -17.998730 -1.0 -0.3 -0.5
F 9.039570 4.282960 -16.529570 0.0 -1.1 -1.4
N 9.826640 7.141180 -12.635600 -5.0 2.4 0.2
S 8.399020 7.933410 -13.114970 -1.5 5.6 4.4
O 7.124660 7.302400 -13.425970 1.7 -0.3 -0.1
O 8.676250 9.215330 -13.719500 0.0 -1.1 -1.3
F 8.085190 8.573090 -11.644670 -0.1 -1.1 0.2
S 9.767530 6.375940 -13.954320 7.6 -8.2 -3.6
O 10.349610 7.050570 -15.100270 -2.2 0.0 0.8
O 8.912200 5.199570 -14.134140 -1.2 2.3 -0.1
F 11.034590 5.461020 -13.487170 0.2 0.5 -0.2
N 14.416180 3.829410 -16.184490 -4.4 0.1 -3.2
S 14.306460 4.405620 -14.789550 1.5 1.8 10.0
O 14.131180 3.343460 -13.738460 0.1 2.8 -2.7
O 13.746670 5.761330 -14.475830 0.5 -3.4 -1.5
F 15.840280 4.805010 -14.569510 1.1 -0.4 -0.5
S 12.652930 3.943100 -16.389540 -2.6 -2.7 -1.4
O 12.095500 5.244180 -16.590450 0.9 -0.6 -0.1
O 11.853000 2.988840 -15.580220 2.2 1.9 -1.6
F 12.541680 3.277700 -17.875040 0.8 0.3 0.9
N 13.118640 -1.561060 -10.110590 -4.1 -2.8 1.9
S 12.506040 -0.222860 -10.560390 1.1 6.1 -2.9
O 12.106560 0.693520 -9.485440 -0.2 -1.6 -2.0
O 11.856550 -0.223810 -11.882000 0.4 0.2 2.8
F 13.940090 0.298410 -10.895200 1.4 1.3 -0.7
S 11.591450 -2.131840 -9.617420 -0.6 -3.5 1.2
O 10.689350 -2.631720 -10.641110 0.5 1.8 0.8
O 11.045030 -1.591340 -8.368790 1.0 -0.8 -2.0
F 12.170740 -3.554670 -9.212890 0.8 -0.8 1.1
N 12.064590 -2.788870 -15.613370 1.0 4.5 -1.1
S 11.583280 -3.264100 -14.267510 -2.3 -3.2 5.6
O 10.145090 -3.090280 -14.058550 1.0 -0.5 -0.1
O 12.441060 -3.056960 -13.083910 -1.7 -0.9 -2.9
F 11.653720 -4.799760 -14.725880 0.2 -0.8 0.7
S 12.176660 -1.170690 -15.122660 -0.2 5.2 -2.1
O 13.485730 -0.837560 -14.593060 -2.4 -0.7 -0.4
O 10.895580 -0.463920 -14.694100 3.9 -2.9 -0.8
F 12.255000 -0.513670 -16.616010 0.1 -1.0 0.4
N 8.508690 4.338680 -9.523790 -5.0 2.3 -0.3
S 8.709620 2.839500 -9.431220 7.4 -5.7 -0.5
O 8.975430 2.260590 -10.762530 -1.7 0.5 2.2
O 8.211170 2.062670 -8.321880 -0.9 0.8 -1.3
F 10.316210 2.968340 -8.915810 -1.7 0.4 -0.3
S 6.866920 4.380800 -9.975810 1.2 4.2 -2.2
O 5.872840 3.806830 -9.120570 0.6 -0.3 -0.7
O 6.711950 4.432240 -11.459640 -0.1 -0.7 3.5
F 6.713040 5.986350 -9.625060 0.0 -1.1 -0.2